Record 1
Here is CH4N2S in the gas phase in a non-equilibrium geometry from OMol25. Energies are from ωB97M-V/def2-TZVPD.

Its HOMO energy is -9.6179 eV. The frontier orbital gap is 0.3576 hartree. The structure (SMILES) is [H]/N=C\NS. Its charge is 0.

Element x y z (Å)
H  -0.910  -1.811  0.335
N  -1.498  -0.853  -0.162
C  -0.828  0.333  -0.225
N  0.374  0.833  0.230
S  1.670  -0.387  -0.273
H  -1.537  1.116  -0.543
H  0.814  1.857  -0.386
H  1.914  -1.088  1.023

Atom-resolved charges from natural (NBO), all expressed in e:
1. H 0.33
2. N -0.66
3. C 0.22
4. N -0.72
5. S 0.09
6. H 0.18
7. H 0.41
8. H 0.15

***

Record 2
Here is 2 unconnected molecules or ions with the total composition C2H5BrClN in a non-equilibrium geometry from OMol25. Energies are from ωB97M-V/def2-TZVPD.

Its expectation value of S² is 2.0058. Its HOMO energy (spin up / spin down) is -6.5152 / -9.9391 eV. The frontier orbital gap (spin up / spin down) is 0.2695 / 0.3134 hartree. The spin multiplicity is 3. Its charge is 0.

Element x y z (Å)
C  2.072  0.263  -0.586
C  -1.691  -0.975  -0.085
N  -2.273  0.066  0.546
Cl  -0.571  -1.803  0.900
Br  0.915  1.840  -0.441
H  1.759  -0.294  -1.461
H  3.153  0.485  -0.553
H  1.643  -0.375  0.255
H  -2.751  0.655  -0.122
H  -2.254  0.137  1.547

Atom-resolved charges from natural (NBO), all expressed in e:
1. C -0.65
2. C 0.14
3. N -0.91
4. Cl -0.04
5. Br -0.04
6. H 0.22
7. H 0.23
8. H 0.23
9. H 0.41
10. H 0.41

***

Record 3
Here is 7 unconnected molecules or ions with the total composition C18H35IO28S7 in a non-equilibrium geometry from OMol25. Energies are from ωB97M-V/def2-TZVPD.

Its HOMO energy is -9.2380 eV. The frontier orbital gap is 0.3461 hartree. The structure (SMILES) is CC[C@H](I)[C@H](C[SH](=O)=O)OC=O.O=S1(=O)OCCO1.O=S1(=O)OCCO1.O=S1(=O)OCCO1.O=S1(=O)OCCO1.O=S1(=O)OCCO1.O=S1(=O)OCCO1. Its charge is 0.

Element x y z (Å)
C  2.784  0.129  0.922
C  1.449  -0.462  0.317
C  0.714  -1.261  1.447
I  0.254  -3.321  0.896
C  -0.489  -0.501  2.133
C  -1.919  -0.893  1.669
S  -2.286  -0.905  -0.112
O  -1.379  -0.104  -0.925
O  -3.695  -0.362  -0.238
O  -0.140  0.896  2.139
C  -1.067  1.776  1.614
O  -0.714  2.520  0.749
H  2.490  0.782  1.780
H  3.378  0.691  0.174
H  3.410  -0.686  1.375
H  1.690  -1.110  -0.556
H  0.893  0.411  -0.073
H  1.477  -1.382  2.252
H  -0.444  -0.816  3.209
H  -2.095  -1.936  2.033
H  -2.728  -0.309  2.169
H  -2.404  -2.219  -0.522
H  -2.119  1.816  1.976
O  -6.476  3.415  2.332
S  -7.164  2.984  1.164
O  -8.578  2.847  1.120
O  -6.493  1.608  0.664
C  -6.019  1.767  -0.678
C  -5.680  3.234  -0.813
O  -6.706  3.912  -0.074
H  -6.823  1.485  -1.363
H  -5.148  1.128  -0.844
H  -5.665  3.565  -1.848
H  -4.719  3.464  -0.347
O  -2.433  -5.309  2.259
S  -3.531  -4.605  1.702
O  -3.463  -3.952  0.439
O  -4.061  -3.549  2.799
C  -5.439  -3.805  3.092
C  -5.621  -5.291  2.852
O  -4.815  -5.576  1.704
H  -6.049  -3.214  2.405
H  -5.670  -3.520  4.116
H  -6.659  -5.559  2.669
H  -5.237  -5.878  3.690
O  5.630  -1.180  3.106
S  6.234  -0.403  2.079
O  6.331  -0.851  0.735
O  7.700  0.046  2.581
C  7.796  1.475  2.581
C  6.383  1.964  2.819
O  5.554  1.058  2.081
H  8.165  1.793  1.603
H  8.484  1.810  3.353
H  6.235  2.984  2.479
H  6.111  1.888  3.875
O  3.335  -3.631  -1.114
S  3.268  -4.998  -1.492
O  3.919  -6.028  -0.765
O  3.692  -5.111  -3.046
C  2.630  -5.703  -3.796
C  1.363  -5.327  -3.052
O  1.715  -5.404  -1.670
H  2.779  -6.786  -3.802
H  2.634  -5.332  -4.819
H  0.535  -5.995  -3.276
H  1.067  -4.297  -3.270
O  -3.040  2.415  -2.835
S  -3.119  1.044  -3.207
O  -2.467  0.016  -2.512
O  -2.789  0.926  -4.789
C  -3.896  0.329  -5.463
C  -5.113  0.701  -4.638
O  -4.672  0.628  -3.277
H  -3.745  -0.753  -5.475
H  -3.960  0.696  -6.486
H  -5.950  0.026  -4.805
H  -5.430  1.728  -4.837
O  7.083  4.762  1.809
S  7.096  6.038  1.176
O  7.913  7.105  1.630
O  5.575  6.555  1.065
C  5.244  6.797  -0.306
C  6.113  5.838  -1.094
O  7.364  5.823  -0.397
H  5.488  7.836  -0.538
H  4.183  6.628  -0.477
H  6.252  6.153  -2.126
H  5.703  4.825  -1.076

Atom-resolved charges from Mulliken, all expressed in e:
1. C -1.27
2. C -0.02
3. C -1.15
4. I 0.06
5. C 0.27
6. C -0.81
7. S 1.16
8. O -0.44
9. O -0.65
10. O -0.32
11. C 0.08
12. O -0.45
13. H 0.23
14. H 0.50
15. H 0.16
16. H 0.55
17. H 0.11
18. H 0.74
19. H 0.44
20. H 0.04
21. H 0.61
22. H 0.04
23. H 0.39
24. O -0.54
25. S 1.07
26. O -0.56
27. O -0.26
28. C 0.58
29. C -0.33
30. O -0.38
31. H 0.25
32. H -0.43
33. H 0.30
34. H 0.39
35. O -0.54
36. S 1.05
37. O -0.48
38. O -0.27
39. C -0.33
40. C -0.42
41. O -0.33
42. H 0.30
43. H 0.32
44. H 0.32
45. H 0.30
46. O -0.57
47. S 1.15
48. O -0.53
49. O -0.35
50. C -0.36
51. C -0.16
52. O -0.21
53. H 0.27
54. H 0.35
55. H 0.20
56. H 0.29
57. O -0.43
58. S 1.05
59. O -0.57
60. O -0.31
61. C -0.36
62. C -0.31
63. O -0.25
64. H 0.28
65. H 0.30
66. H 0.32
67. H 0.27
68. O -0.65
69. S 1.03
70. O -0.55
71. O -0.31
72. C -0.44
73. C -0.37
74. O -0.22
75. H 0.28
76. H 0.32
77. H 0.33
78. H 0.30
79. O -0.47
80. S 1.01
81. O -0.56
82. O -0.32
83. C -0.31
84. C -0.30
85. O -0.32
86. H 0.28
87. H 0.32
88. H 0.31
89. H 0.27

***

Values of ΔE to the lowest compared entry with this formula, charge and spin, in order: 87.0, 0.0, 0.0, all in kcal/mol.